# 1
This record from OMol25 describes a cluster of 2 separate species, CH3NO3 in total. The level of theory is wB97M-V/def2-TZVPD.

## Properties
Net charge: -2
HOMO-LUMO gap: 6.71 eV
Highest occupied orbital energy: -0.913 eV
LUMO: 0.213 Ha
Relative energy (zero: lowest compared OMol25 entry of this formula, charge and spin): 0.0 kcal/mol

Each line ends with the Löwdin charge.
CARTESIAN COORDINATES (ANGSTROEM)
C -1.04 0.89 -4.43  -0.083
N -0.81 1.95 -3.70  -0.585
O -0.66 3.06 -4.26  -0.156
O -0.60 1.83 -2.42  -0.185
O 2.53 -4.74 12.40  -0.774
H -0.80 1.09 -5.39  -0.005
H -0.87 0.02 -3.88  0.015
H 2.25 -4.10 11.68  -0.226


# 2
This record from OMol25 describes a structure of composition CsH4O2. The level of theory is wB97M-V/def2-TZVPD.

## Properties
Net charge: +1
HOMO-LUMO gap: 3.22 eV
Highest occupied orbital energy: -12.479 eV
LUMO: -0.340 Ha
Relative energy (zero: lowest compared OMol25 entry of this formula, charge and spin): 600.6 kcal/mol

Each line ends with the Löwdin charge.
CARTESIAN COORDINATES (ANGSTROEM)
Cs 1.68 1.62 3.57  1.514
O 1.95 2.92 1.73  -0.742
H 1.47 3.58 4.02  0.067
H 2.21 1.35 1.57  0.122
O 2.07 1.04 9.35  -0.454
H 1.59 3.36 11.36  0.295
H 1.77 1.80 7.79  0.198


# 3
This record from OMol25 describes the ion C3H3O3S with charge -1. The level of theory is wB97M-V/def2-TZVPD.

## Properties
Net charge: -1
HOMO-LUMO gap: 8.05 eV
Highest occupied orbital energy: -4.492 eV
LUMO: 0.131 Ha
Relative energy (zero: lowest compared OMol25 entry of this formula, charge and spin): 63.9 kcal/mol

Each line ends with the Löwdin charge.
CARTESIAN COORDINATES (ANGSTROEM)
C 0.13 0.72 0.65  -0.165
C -0.30 -0.40 0.66  -0.126
C 0.46 2.10 0.57  -0.175
O 0.92 -2.85 -1.07  -0.515
O -1.47 -3.22 -1.44  -0.521
O -0.85 -1.80 0.49  -0.358
S -0.40 -2.25 -1.26  0.650
H -0.27 2.69 -0.16  0.110
H 0.28 2.72 1.37  0.020
H 1.50 2.29 0.20  0.079


Question: The lowest LUMO belongs to which entry?
Answer: CsH4O2